[1]
59
Properties=species:S:1:pos:R:3 method="wB97M-V/def2-TZVPD" total_charge=-1 e_lumo_ev=2.98 relative_energy_kcal_mol=0.0
Pt 0.455 0.456 -1.603
C -4.336 1.742 2.591
C -3.151 1.001 2.028
C -1.851 1.308 2.419
C -0.774 0.679 1.825
C -0.922 -0.292 0.827
N 0.208 -0.801 0.184
C 1.067 -1.529 0.914
C 0.704 -2.153 2.141
C 1.556 -2.972 2.851
C 2.844 -3.262 2.405
C 3.750 -4.217 3.136
C 3.229 -2.663 1.214
C 2.404 -1.804 0.506
N 2.960 -1.182 -0.653
C 4.254 -0.868 -0.853
C 4.383 -0.445 -2.158
C 3.085 -0.520 -2.676
N 2.230 -0.967 -1.760
C -2.235 -0.647 0.494
C -3.316 0.021 1.063
N -2.543 -1.711 -0.412
C -3.652 -2.492 -0.338
C -3.667 -3.283 -1.457
C -2.505 -2.901 -2.160
N -1.828 -1.966 -1.520
H -4.089 2.201 3.549
H -5.187 1.077 2.745
H -4.660 2.540 1.917
H -1.682 2.069 3.173
H 0.240 0.949 2.096
H -0.295 -1.984 2.520
H 1.200 -3.418 3.775
H 3.436 -4.330 4.175
H 4.785 -3.867 3.140
H 3.747 -5.214 2.684
H 4.213 -2.876 0.809
H 4.975 -0.959 -0.059
H 5.277 -0.100 -2.647
H 2.708 -0.235 -3.642
H -4.316 -0.221 0.720
H -4.317 -2.444 0.507
H -4.393 -4.035 -1.715
H -2.120 -3.284 -3.092
C 0.104 4.225 -3.285
C -0.084 3.430 -1.987
C -1.345 3.929 -1.266
C 1.125 3.647 -1.080
C -0.302 1.967 -2.330
H 0.225 5.294 -3.077
H -0.758 4.099 -3.945
H 0.993 3.877 -3.817
H -1.262 4.995 -1.027
H -1.489 3.372 -0.337
H -2.231 3.783 -1.889
H 1.233 4.706 -0.814
H 2.035 3.308 -1.578
H 1.016 3.055 -0.171
H -1.132 1.908 -3.057

---

[2]
65
Properties=species:S:1:pos:R:3 method="wB97M-V/def2-TZVPD" smiles="N#Cc1c(N)nc(SCc2ncc[nH]2)c(C#N)c1-c1ccccc1.CNC(=O)[C@H](CCSC)NC(C)=O" e_lumo_ev=-0.54
N -1.761 6.512 1.383
N -0.068 0.514 -1.962
O -1.181 -7.724 2.982
O -1.464 -6.319 -1.049
C -1.031 5.783 0.841
C 0.144 1.568 -1.512
N 4.324 7.314 -2.440
N 2.103 4.545 -0.635
S 1.733 6.897 0.600
S -1.071 -2.634 2.021
C -0.107 -7.151 3.074
C -0.874 -6.732 -0.054
C 3.321 7.485 -1.614
C 3.878 7.729 -3.689
C 2.584 8.163 -3.613
C 1.200 5.319 -0.021
C 1.719 3.363 -1.067
C -4.618 2.308 0.053
C -4.337 3.533 -0.556
C -3.573 1.518 0.539
C -3.013 3.962 -0.685
C -2.250 1.957 0.424
C -0.132 4.909 0.151
C 0.433 2.855 -0.959
C -1.948 3.184 -0.195
C -0.543 3.649 -0.331
N 2.235 8.010 -2.288
N 2.747 2.717 -1.666
N -0.581 -8.029 0.096
N 0.343 -6.288 2.164
C -1.795 -2.024 0.472
C 0.801 -7.427 4.249
C 3.397 7.171 -0.150
C -0.896 -9.064 -0.885
C 0.475 -3.365 1.409
C 0.315 -4.544 0.438
C -0.451 -5.734 1.049
H 4.474 7.710 -4.597
H 1.979 8.546 -4.430
H -5.646 1.971 0.151
H -5.146 4.151 -0.935
H -3.791 0.570 1.021
H -2.817 4.913 -1.173
H -1.454 1.335 0.824
H 1.340 8.243 -1.860
H 3.519 3.345 -1.863
H 2.491 2.029 -2.365
H -0.227 -8.313 0.997
H 1.246 -5.878 2.330
H -2.731 -1.512 0.689
H -2.002 -2.858 -0.199
H -1.108 -1.329 -0.012
H 0.927 -6.511 4.823
H 1.766 -7.782 3.892
H 0.341 -8.188 4.879
H 4.024 6.287 -0.006
H 3.886 8.007 0.355
H -1.979 -9.130 -1.009
H -0.512 -10.028 -0.551
H -0.448 -8.807 -1.847
H 1.060 -3.692 2.269
H 1.044 -2.583 0.905
H 1.303 -4.881 0.125
H -0.206 -4.185 -0.450
H -1.387 -5.360 1.464

---

[3]
68
Properties=species:S:1:pos:R:3 method="wB97M-V/def2-TZVPD" total_charge=-1 e_lumo_ev=2.65 relative_energy_kcal_mol=10.3
Pb 0.605 -0.203 0.077
C -1.001 2.749 3.791
C -0.443 2.614 2.506
N -0.849 1.506 1.898
N -1.696 0.887 2.769
C -1.821 1.621 3.909
B -2.288 -0.494 2.357
N -1.220 -1.643 2.575
C -1.181 -2.535 3.608
C -0.001 -3.257 3.543
C 0.632 -2.757 2.406
N -0.097 -1.816 1.832
N -2.734 -0.464 0.837
C -4.009 -0.528 0.374
C -3.970 -0.495 -1.005
C -2.600 -0.366 -1.315
N -1.875 -0.411 -0.204
H -0.785 3.547 4.465
H 0.283 3.276 2.060
H -2.419 1.269 4.719
H -3.273 -0.805 3.018
H -1.941 -2.536 4.383
H 0.359 -3.927 4.301
H 1.596 -3.018 1.989
H -4.846 -0.563 1.023
H -4.779 -0.461 -1.704
H -2.106 -0.305 -2.270
S 1.923 -0.958 -2.971
C 1.021 0.561 -3.113
C 1.456 1.523 -4.014
C 0.881 2.780 -3.976
C -0.154 3.028 -3.079
C -0.566 1.988 -2.310
N -0.032 0.780 -2.341
H 2.279 1.301 -4.708
H 1.212 3.575 -4.655
H -0.599 3.982 -2.974
H -1.405 2.088 -1.623
C -1.606 -3.709 -1.349
Ge -0.244 -3.030 -2.581
C -1.221 -2.036 -3.997
C 0.734 -4.504 -3.428
C 1.007 -1.875 -1.707
H -2.320 -4.322 -1.943
H -2.177 -2.897 -0.913
H -1.179 -4.288 -0.525
H -1.439 -2.656 -4.864
H -0.707 -1.163 -4.372
H -2.187 -1.749 -3.568
H 0.013 -5.067 -4.030
H 1.267 -5.105 -2.705
H 1.446 -4.017 -4.072
H 1.805 -2.467 -1.221
O 3.322 1.379 -0.354
C 3.046 2.243 0.667
C 2.933 3.602 0.379
C 2.689 4.493 1.408
C 2.543 4.081 2.727
C 2.635 2.725 3.002
C 2.916 1.801 1.984
C 3.068 0.351 2.329
O 3.286 0.042 3.495
O 2.970 -0.507 1.337
H 3.323 0.474 0.106
H 3.029 4.018 -0.600
H 2.564 5.535 1.144
H 2.362 4.825 3.494
H 2.568 2.293 3.981

---

[4]
69
Properties=species:S:1:pos:R:3 method="wB97M-V/def2-TZVPD" e_lumo_ev=0.46
Sc 0.149 -0.655 0.127
O 0.086 -4.113 -2.062
C -0.303 -3.123 -1.479
O 0.407 -2.133 -1.099
C -1.802 -3.052 -1.048
C -1.863 -3.040 0.491
C -3.287 -3.387 0.945
C -4.035 -2.096 0.570
C -2.888 -1.230 0.024
O -1.753 -1.644 0.803
C -2.511 -1.716 -1.386
C -1.582 -0.672 -2.085
O -1.584 -0.587 -3.296
O -0.939 0.090 -1.280
H -2.308 -3.919 -1.476
H -1.075 -3.603 0.994
H -3.674 -4.259 0.425
H -3.318 -3.576 2.018
H -4.800 -2.258 -0.186
H -4.499 -1.631 1.439
H -3.035 -0.151 0.124
H -3.373 -1.869 -2.039
C 3.291 2.021 -1.265
C 2.101 1.317 -1.447
N 1.877 0.528 -0.398
N 2.894 0.701 0.456
C 3.762 1.591 -0.040
B 2.966 -0.089 1.778
N 2.848 -1.585 1.463
C 3.825 -2.505 1.469
C 3.259 -3.738 1.234
C 1.900 -3.472 1.092
N 1.662 -2.170 1.224
N 1.743 0.283 2.634
C 1.746 0.847 3.849
C 0.445 0.912 4.302
C -0.304 0.348 3.272
N 0.489 -0.026 2.272
H 3.746 2.729 -1.926
H 1.409 1.329 -2.272
H 4.650 1.858 0.497
H 3.972 0.165 2.346
H 4.848 -2.230 1.630
H 3.745 -4.689 1.166
H 1.110 -4.176 0.904
H 2.658 1.167 4.312
H 0.094 1.308 5.233
H -1.367 0.205 3.206
O -0.558 1.828 0.650
C 0.065 3.026 1.083
C -0.515 4.278 0.427
C -0.291 4.283 -1.092
C -1.418 3.699 -1.903
C -1.703 4.185 -3.175
C -2.701 3.576 -3.917
C -3.405 2.520 -3.358
C -3.073 2.128 -2.074
N -2.108 2.697 -1.371
H -1.142 2.066 -0.122
H 1.144 2.980 0.870
H -0.047 3.097 2.174
H -0.022 5.150 0.864
H -1.581 4.353 0.651
H 0.604 3.690 -1.311
H -0.100 5.302 -1.435
H -1.145 5.024 -3.564
H -2.921 3.911 -4.919
H -4.173 2.006 -3.914
H -3.594 1.312 -1.591

---

[5]
68
Properties=species:S:1:pos:R:3 method="wB97M-V/def2-TZVPD" spin_multiplicity=2 total_charge=-1 s_squared=0.78 e_lumo_ev="1.69 / 1.71" relative_energy_kcal_mol=45.1
V -1.421 -1.127 -0.292
C -0.686 0.922 -0.887
C 0.752 0.843 -0.527
C 0.886 1.426 0.718
C -0.379 2.084 1.031
C -1.295 1.852 0.065
C -2.638 2.546 -0.073
C -2.409 3.801 -0.935
C -3.172 2.977 1.294
C -3.698 1.686 -0.760
C 1.999 1.503 1.774
C 1.354 1.336 3.165
C 2.668 2.886 1.738
C 3.064 0.407 1.693
C 1.803 0.405 -1.569
C 2.870 1.509 -1.689
C 1.174 0.320 -2.969
C 2.483 -0.954 -1.319
H -0.982 1.003 -1.929
H -0.563 2.661 1.930
H -1.652 4.447 -0.481
H -3.342 4.369 -1.039
H -2.064 3.527 -1.937
H -2.518 3.716 1.767
H -3.271 2.122 1.969
H -4.159 3.436 1.176
H -3.370 1.335 -1.739
H -4.606 2.281 -0.900
H -3.954 0.812 -0.161
H 0.758 2.205 3.452
H 2.134 1.205 3.921
H 0.704 0.457 3.190
H 1.912 3.675 1.787
H 3.243 3.033 0.822
H 3.346 3.006 2.591
H 2.603 -0.584 1.745
H 3.737 0.505 2.551
H 3.677 0.453 0.797
H 2.391 2.482 -1.826
H 3.510 1.312 -2.556
H 3.512 1.578 -0.815
H 0.830 1.299 -3.313
H 0.332 -0.367 -3.010
H 1.929 -0.039 -3.675
H 2.741 -1.121 -0.278
H 3.398 -1.026 -1.918
H 1.832 -1.769 -1.636
O -4.303 -4.064 -0.719
C -3.507 -3.154 -0.753
O -2.421 -3.009 -0.034
C -3.683 -1.995 -1.749
O -4.450 -1.891 -2.643
O -2.718 -1.040 -1.473
Cl 2.311 -7.291 -0.586
C 1.615 -5.738 -0.303
C 0.950 -5.074 -1.330
Cl 0.792 -5.789 -2.888
C 0.408 -3.821 -1.093
Cl -0.441 -2.961 -2.331
C 0.524 -3.198 0.144
O 0.034 -1.963 0.335
C 1.169 -3.873 1.167
Cl 1.278 -3.103 2.706
C 1.716 -5.135 0.947
Cl 2.527 -5.945 2.235
O -3.113 -0.122 3.484
S -2.029 -0.689 2.709
N -2.122 -0.580 1.230

---

[6]
75
Properties=species:S:1:pos:R:3 method="wB97M-V/def2-TZVPD" total_charge=+1 e_lumo_ev=-5.08
F -2.611 -3.595 6.293
C -1.345 -3.429 5.613
F -0.357 -3.433 6.630
C -1.443 -2.034 4.840
F -1.660 -1.021 5.823
F -2.555 -2.003 3.943
C -0.148 -1.612 4.006
C 1.301 -1.646 4.683
C 2.165 -1.071 3.415
C 2.168 0.528 3.526
O 2.538 1.221 2.325
C 1.475 1.315 1.388
C 1.896 1.318 -0.131
C 0.783 1.365 -1.218
C -0.729 1.397 -0.884
C -1.160 1.424 0.601
C -0.039 1.369 1.685
C 1.310 -1.813 2.284
N 0.032 -2.098 2.601
H -1.276 -4.312 4.888
H -0.357 -0.486 3.820
H 1.628 -2.741 4.861
H 1.419 -0.934 5.567
H 3.227 -1.470 3.274
H 1.202 0.945 4.008
H 2.992 0.785 4.298
H 3.001 1.283 -0.453
H 1.085 1.332 -2.326
H -1.560 1.401 -1.677
H -2.259 1.442 0.942
H -0.407 1.364 2.778
H 1.583 -2.115 1.220
H -0.650 -2.545 1.970
C -4.931 -3.298 7.931
C -6.188 -4.019 8.378
O -7.131 -3.095 8.943
C -7.873 -2.396 8.059
O -7.780 -2.502 6.863
C -8.862 -1.492 8.790
F -8.290 -0.817 9.809
F -9.883 -2.196 9.322
F -9.413 -0.567 7.983
H -4.506 -2.721 8.756
H -4.187 -4.009 7.575
H -5.146 -2.592 7.125
H -5.939 -4.734 9.165
H -6.642 -4.585 7.560
C 6.180 2.444 -4.314
C 5.508 3.791 -4.498
O 4.185 3.631 -5.036
C 3.225 3.299 -4.152
O 3.414 3.129 -2.973
C 1.869 3.211 -4.846
F 1.923 2.524 -6.006
F 1.378 4.429 -5.150
F 0.933 2.603 -4.089
H 6.176 1.881 -5.251
H 7.212 2.570 -3.981
H 5.652 1.836 -3.576
H 6.072 4.384 -5.221
H 5.482 4.360 -3.565
C 1.099 2.502 -9.010
C 2.437 2.206 -9.657
O 2.528 0.822 -10.028
C 1.920 0.479 -11.184
O 1.322 1.249 -11.889
C 2.135 -1.003 -11.480
F 1.925 -1.783 -10.398
F 3.396 -1.253 -11.893
F 1.319 -1.463 -12.445
H 0.924 1.832 -8.165
H 1.061 3.535 -8.658
H 0.277 2.348 -9.714
H 3.239 2.392 -8.940
H 2.622 2.852 -10.520

---

Computed values of calculated total energy (unit: eV) for the preceding records, in sequence: -37075.5664 -64067.0262 -116248.6838 -70496.0446 -139309.8459 -77533.0517.